N2O4 as an isolated structure in a non-equilibrium geometry. Source: the Open Molecules 2025 dataset; level of theory: ωB97M-V/def2-TZVPD.

Geometry as XYZ:
```
6
Properties=species:S:1:pos:R:3:nbo_charge:R:1
N -0.879 0.810 0.883 0.29
N 0.533 -0.651 -0.944 0.78
O -1.103 1.130 2.076 -0.32
O 1.598 -1.080 -0.887 -0.16
O 0.285 0.375 0.442 -0.41
O -0.434 -0.583 -1.569 -0.18
```

Computed properties:
net charge: 0
maximum force: 5.3 eV/A
energy relative to the best compared isomer or geometry (same formula, charge and spin): 37.8 kcal/mol
DFT total energy: -410.18654 Ha
LUMO level: -1.58 eV
Kohn-Sham gap: 8.139 eV
spin multiplicity: 1